[1]
Entry from the OMol25 dataset: a structure of composition C31H82Br4N6O6 in a non-equilibrium geometry (ωB97M-V/def2-TZVPD).

The energy is -12305.71502 Eh. The value obtained for the largest force on an atom is 3.877 eV Å⁻¹. The spin multiplicity is 1. The calculation puts the molar mass at 954.65 Da. As for the HOMO energy: -0.4007 Eh. Its net charge is +2. For the orbital gap, the calculation gives 4.2 eV.

Structure (XYZ):
```
129
Properties=species:S:1:pos:R:3:forces:R:3:mulliken_charge:R:1
C 5.567692 2.325227 -1.512447 -0.20 -0.26 1.40 -0.85
C 5.057539 2.428080 -2.948762 -0.87 -2.15 0.79 1.39
C 3.993448 1.308510 -3.179402 0.01 0.79 -0.53 -1.40
C 2.630518 1.623354 -2.594375 0.08 0.35 0.33 0.52
C 2.149371 2.967694 -3.172262 0.14 -1.37 0.59 -1.65
C 2.973763 4.190107 -2.849199 -1.11 -1.59 1.32 1.80
N 4.397476 3.768701 -3.170635 2.57 2.63 1.23 0.91
O 5.142798 4.690926 -3.403686 -1.03 -1.58 -0.19 -0.35
C 2.818807 4.619216 -1.386368 -0.40 -0.54 0.80 -1.62
C 2.602040 5.309252 -3.701615 1.22 2.68 -2.31 -1.87
C 6.249001 2.251835 -3.812134 0.40 1.07 -2.16 -1.83
H 6.357319 1.543468 -1.436408 -0.58 0.51 -0.45 0.44
H 4.767658 1.976770 -0.866577 -0.01 0.07 0.24 -0.40
H 5.977963 3.219117 -1.047815 0.06 0.32 -0.41 0.33
H 4.384955 0.332205 -2.858085 0.00 0.48 -0.06 0.43
H 3.768865 1.298786 -4.251252 0.60 -0.43 -0.23 0.39
H 2.624552 1.549114 -1.500552 -0.15 0.01 -0.11 -0.51
H 1.959843 0.894271 -3.048157 -0.19 -0.27 0.48 0.39
H 1.101848 3.099192 -2.928315 -0.14 0.42 0.02 0.55
H 2.256419 2.786282 -4.221794 -0.40 0.28 -1.07 0.41
H 1.756981 4.855087 -1.204413 0.20 -0.15 -0.50 0.43
H 3.334009 5.530522 -1.115302 0.54 0.05 -0.18 0.45
H 3.024871 3.824464 -0.672294 0.37 -0.10 0.05 0.31
H 2.923162 5.102233 -4.740714 -0.19 0.18 0.28 0.45
H 3.136691 6.248833 -3.405202 -0.49 -0.78 -0.24 0.39
H 1.550128 5.569053 -3.779652 -0.17 -0.48 0.54 0.37
H 7.047400 2.939985 -3.514859 -0.11 -0.17 -0.28 0.40
H 5.919714 2.451634 -4.845649 0.55 0.15 0.03 0.44
H 6.655941 1.242807 -3.853708 -0.36 -0.07 0.58 0.43
C -0.071284 -6.555686 1.776059 -0.48 -0.02 0.53 -0.93
N -1.099525 -5.896029 0.883368 1.01 0.69 0.99 0.13
C -2.076401 -6.986437 0.607623 0.03 0.36 -0.94 -0.92
C -1.705025 -4.685502 1.656497 -0.25 -0.24 -1.15 -0.64
C -0.400751 -5.296754 -0.364075 -1.17 -0.91 0.26 -0.29
C 0.148031 -6.346270 -1.318245 0.79 -0.12 1.30 -0.63
O -0.892316 -6.977612 -2.011707 -1.06 1.23 0.86 -0.52
H 0.742682 -5.875991 2.036692 0.04 -0.06 -0.48 0.19
H 0.213721 -7.511585 1.303494 0.10 0.57 0.47 0.44
H -0.605295 -6.713646 2.728348 0.30 -0.37 -0.41 0.41
H -2.554781 -7.327217 1.517987 0.02 0.22 0.15 0.35
H -1.546822 -7.803373 0.122698 0.01 -0.01 0.25 0.42
H -2.779535 -6.640987 -0.132971 -0.49 0.20 0.02 0.36
H -0.894485 -3.948983 1.820705 -0.46 -0.40 -0.37 0.02
H -2.039933 -4.975031 2.662656 -0.11 -0.28 -0.57 0.25
H -2.527335 -4.296292 0.997427 0.78 -0.24 0.94 0.39
H 0.350151 -4.619957 0.026226 0.29 -0.08 0.10 0.25
H -1.149927 -4.708944 -0.890643 -0.19 0.05 0.07 0.40
H 0.760906 -7.061099 -0.720110 -0.28 0.26 -0.53 0.30
H 0.823562 -5.820583 -1.978241 0.29 0.13 -0.35 0.46
H -0.568870 -7.639469 -2.582793 0.73 -1.16 -1.01 0.32
C -3.896096 1.422986 -3.549286 -1.54 1.31 1.13 -1.01
N -3.192485 0.321077 -4.210741 -1.42 -1.85 -0.19 0.16
C -2.573848 -0.604725 -3.189932 0.44 1.30 0.52 -1.22
C -4.234796 -0.562552 -4.904857 -0.09 0.60 -0.23 -1.02
C -2.210990 0.863545 -5.189856 1.13 -1.05 0.90 -0.55
C -2.810933 1.492403 -6.412501 -0.36 0.30 -0.40 -0.44
O -1.809769 1.999131 -7.254331 0.49 0.23 -0.10 -0.53
H -4.501052 1.087402 -2.683522 0.67 -0.21 -0.34 0.44
H -4.646689 1.877355 -4.198242 0.24 -0.21 -0.35 0.44
H -3.268222 2.268600 -3.218794 0.27 -0.82 -0.15 0.37
H -2.006888 0.038726 -2.531278 0.34 0.01 0.32 0.59
H -1.886378 -1.241889 -3.712246 0.03 -0.62 -0.11 0.39
H -3.327238 -1.110449 -2.566354 0.21 0.13 -0.60 0.36
H -4.891836 -0.967540 -4.135980 0.35 -0.32 -0.05 0.38
H -3.784789 -1.323041 -5.581979 -0.13 0.55 0.82 0.33
H -4.852535 0.120031 -5.461984 -0.21 0.02 -0.58 0.52
H -1.572746 0.028929 -5.492455 -0.21 -0.07 -0.21 0.27
H -1.557914 1.447761 -4.582314 0.44 1.08 0.20 0.53
H -3.573537 2.264525 -6.196435 0.15 -0.53 -0.05 0.29
H -3.236146 0.602757 -6.902026 -0.31 0.85 -0.53 0.32
H -1.604737 2.948492 -7.142078 -0.50 -0.77 0.19 0.35
C 0.352280 -0.475191 0.313184 0.76 0.75 1.00 -0.81
C 0.315545 0.376133 1.588043 -0.06 1.35 -1.63 1.37
C -0.528541 1.667663 1.335001 -0.46 -1.85 -1.64 -0.25
O -0.733256 2.431152 2.451235 0.77 1.22 -0.43 -0.40
C 0.390862 3.322209 2.558112 -0.28 -0.05 1.78 -0.72
N -0.221831 -0.353717 2.709050 0.05 -1.65 -0.51 0.52
H 0.254942 -1.279709 2.865567 -0.03 0.70 0.04 -0.08
H -0.176650 0.215498 3.554817 0.38 0.30 0.96 0.14
H -1.171186 -0.586385 2.527922 -1.56 -0.47 -0.32 0.06
H 0.925563 -1.367372 0.524183 -0.10 -0.49 -0.08 0.45
H 0.893008 0.055817 -0.458740 0.14 0.26 -0.20 -0.19
H -0.653481 -0.657080 0.013199 -0.82 -0.58 -0.36 0.17
H 1.310356 0.700344 1.843336 0.46 -0.09 0.14 -0.68
H -1.511118 1.389756 0.904755 0.06 -0.29 0.42 -0.10
H -0.059852 2.204623 0.482421 0.23 0.05 0.49 0.31
H 1.339222 2.767944 2.578097 -0.23 0.17 0.13 0.26
H 0.201896 3.820125 3.509301 0.54 -0.01 0.04 0.28
H 0.437231 4.097372 1.801816 -0.36 -0.02 -0.64 0.32
C 4.811679 0.567019 5.512093 0.80 1.08 0.39 -1.31
C 4.423755 -0.869687 5.322884 -2.14 -0.35 -1.51 0.23
C 3.608514 -1.511612 6.476087 0.13 -0.27 -1.72 -0.42
O 4.451479 -1.549051 7.542675 0.88 0.24 1.05 -0.34
C 3.840446 -2.070620 8.686800 -0.42 -1.41 -0.24 -0.75
N 3.430505 -0.881060 4.126420 1.45 0.25 -0.86 0.70
H 3.791285 -0.416323 3.269433 0.22 0.18 0.44 -0.07
H 3.117140 -1.772115 3.757856 -0.16 -0.90 0.43 0.14
H 2.603129 -0.352436 4.368006 -1.05 0.65 0.49 -0.36
H 5.223105 1.067695 4.635321 -0.51 -0.39 -0.71 0.44
H 5.700380 0.685231 6.132971 -0.38 -0.38 0.74 0.38
H 3.988865 1.200624 5.878876 0.25 -0.42 0.03 0.25
H 5.221691 -1.495855 4.949256 0.43 -0.17 0.48 0.30
H 3.209076 -2.508283 6.177282 0.56 0.09 0.00 0.40
H 2.705207 -0.955393 6.674561 -0.34 0.78 0.08 0.31
H 4.527086 -2.030257 9.500172 0.45 0.58 0.65 0.29
H 3.700580 -3.161338 8.543983 -0.41 0.32 -0.04 0.30
H 2.875331 -1.596503 8.914749 0.27 0.02 0.00 0.30
C -6.601761 -0.048290 0.291226 -1.14 0.84 2.00 -1.28
C -6.180737 0.628243 1.640365 0.44 -0.30 -0.64 -0.11
C -5.029078 1.584637 1.463203 0.89 0.54 0.02 0.22
O -5.342030 2.580571 0.491734 0.33 -0.02 0.02 -0.40
C -4.194703 3.419226 0.224528 -0.95 -0.98 1.48 -0.71
N -7.363769 1.435930 2.209051 0.34 -0.56 0.75 -0.14
H -7.070225 2.171410 2.874491 0.15 0.13 -0.94 0.34
H -7.915195 1.784748 1.418318 -0.06 0.25 0.56 0.38
H -7.899777 0.836048 2.838439 -0.52 -0.22 -0.59 0.37
H -6.927789 0.638953 -0.482736 0.31 0.33 -0.01 0.34
H -7.448580 -0.685036 0.519663 -0.19 -0.37 -0.11 0.45
H -5.795669 -0.664301 0.003536 1.01 -0.65 -0.46 0.24
H -5.908833 -0.163468 2.386283 -0.18 0.78 -0.65 0.37
H -4.136475 1.013132 1.188851 -0.17 -0.24 -0.17 -0.40
H -4.727778 2.095729 2.391972 -0.33 -0.17 0.18 0.40
H -4.527120 4.192425 -0.402029 -0.34 1.07 -0.77 0.39
H -3.405837 2.863953 -0.201683 0.87 -0.94 -0.97 0.13
H -3.750493 3.791193 1.138959 -0.23 0.43 0.44 0.37
Br 3.787234 0.862957 0.987122 -0.19 -0.11 0.22 -0.63
Br -3.216676 -1.527623 1.395484 -0.20 0.19 -0.29 -0.73
Br 0.920433 0.855124 5.124861 0.25 0.45 0.77 -0.86
Br 1.322700 -3.577580 2.925472 0.22 0.53 -0.03 -0.66
```
Positions in Å, forces in eV/Å.

***

[2]
Entry from the OMol25 dataset: a structure of composition C17H26AlClO2P2 in a non-equilibrium geometry (ωB97M-V/def2-TZVPD).

The energy is -2198.64529 Eh. The value obtained for the largest force on an atom is 3.688 eV Å⁻¹. The spin multiplicity is 1. The calculation puts the molar mass at 386.78 Da. As for the HOMO energy: -0.5078 Eh. Its net charge is +2. For the orbital gap, the calculation gives 6.5 eV.

Structure (XYZ):
```
49
Properties=species:S:1:pos:R:3:forces:R:3:mulliken_charge:R:1
C 0.504814 -0.119791 -6.657775 0.29 -0.01 0.06 -1.08
C 0.517338 0.147740 -5.183895 2.13 0.46 0.74 0.86
H 1.543984 -0.136957 -7.012956 -0.36 0.05 0.10 0.33
H -0.054607 0.676919 -7.171758 0.08 -0.32 0.17 0.33
H 0.024603 -1.089525 -6.845352 0.02 0.34 -0.02 0.35
O 1.467025 0.435975 -4.485355 -2.17 -0.63 -1.07 -0.47
Cl -1.118075 -0.020002 -4.444001 -0.02 -0.11 0.27 -0.19
Al 0.058338 0.001055 -0.795163 0.00 0.19 2.11 0.19
P -0.131368 2.280937 -1.005734 -0.17 1.64 -0.52 0.81
C 1.163536 3.169448 -0.092751 0.32 -0.53 0.11 -1.33
C -0.027964 2.851934 -2.705573 -0.17 0.25 -0.20 -1.14
H -0.137163 3.939817 -2.746344 0.05 -0.14 -0.07 0.46
H -1.569850 4.032472 -0.153021 0.06 -0.39 -0.13 0.45
H -0.813205 2.373640 -3.297572 0.06 0.20 0.10 0.32
H -2.518780 2.605117 -0.709536 0.14 0.17 0.18 0.38
H 2.154130 2.910901 -0.480583 -0.09 0.23 0.10 0.39
H 0.933099 2.548062 -3.133915 -0.09 0.11 0.11 0.33
C -1.614329 2.932653 -0.180935 -0.35 -0.43 -0.15 -1.16
H 0.978577 4.245215 -0.211242 0.05 -0.27 -0.05 0.51
H -1.630256 2.531690 0.842974 -0.01 0.16 -0.33 0.30
H 1.098871 2.906045 0.970456 0.04 0.08 -0.21 0.34
P 0.068475 -2.310113 -0.709144 -0.08 -1.94 -0.03 0.69
C 1.409496 -2.963661 0.338373 0.35 0.60 -0.01 -1.21
C -1.344602 -2.999263 0.215772 -0.46 0.44 -0.25 -1.12
H -0.520092 -2.792073 -2.996676 0.08 -0.13 0.10 0.37
H 0.142639 -4.233232 -2.162701 0.02 0.19 -0.06 0.41
H 1.227817 -2.928332 -2.721726 -0.13 -0.04 0.09 0.38
C 0.242039 -3.150297 -2.296744 -0.09 -0.12 -0.19 -1.20
H -2.271858 -2.881902 -0.359659 0.15 -0.10 0.23 0.39
H -1.167268 -4.065402 0.430770 0.04 0.40 -0.23 0.45
H 1.324806 -4.058488 0.352476 0.01 0.29 -0.12 0.50
H 1.284686 -2.585404 1.361229 0.04 -0.07 -0.23 0.25
H -1.432260 -2.443551 1.161046 0.01 -0.17 -0.31 0.27
H 2.389297 -2.666544 -0.048765 -0.07 -0.23 0.13 0.39
C 2.156370 0.115544 -0.087272 2.86 0.17 2.32 0.36
O 3.065011 0.166658 0.607674 -2.78 -0.14 -2.33 -0.14
C -0.425837 0.131041 1.081100 -0.10 -0.07 1.25 -2.48
C -0.602578 0.143434 2.307428 0.09 -0.31 -1.81 2.89
C -0.677087 0.050509 3.722591 -0.07 -0.02 1.43 0.20
C -1.728516 0.588349 4.518104 0.49 0.07 -0.24 -0.40
C -1.597193 0.623666 5.912546 0.05 -0.17 -0.25 -0.51
C -0.474889 0.067355 6.544437 -0.02 -0.08 -0.38 -0.42
C 0.506923 -0.564745 5.769767 -0.11 0.00 -0.22 -0.60
C 0.414850 -0.574777 4.376394 -0.23 0.31 0.00 -0.30
H -2.623490 0.995405 4.029790 0.48 -0.09 0.27 0.41
H -2.378524 1.089082 6.517033 0.22 -0.19 -0.25 0.39
H -0.369643 0.109654 7.635904 -0.10 -0.03 -0.56 0.39
H 1.358058 -1.051946 6.243422 -0.21 0.17 -0.06 0.38
H 1.194636 -1.034288 3.756858 -0.25 0.20 0.39 0.27
```
Positions in Å, forces in eV/Å.

***

[3]
Entry from the OMol25 dataset: an isolated molecule of C4H4N2O4 in a non-equilibrium geometry (ωB97M-V/def2-TZVPD).

The energy is -564.98918 Eh. The value obtained for the largest force on an atom is 4.716 eV Å⁻¹. The spin multiplicity is 1. The calculation puts the molar mass at 144.09 Da. As for the HOMO energy: -0.4060 Eh. Its net charge is 0. For the orbital gap, the calculation gives 10.5 eV. As for the relative energy (zero: lowest compared OMol25 entry of this formula, charge and spin): 5.236 eV. The structure (SMILES) is O=[N+]([O-])[C@H]1[C@@H]2[C@@H]([N+](=O)[O-])[C@H]12.

Structure (XYZ):
```
14
Properties=species:S:1:pos:R:3:forces:R:3:mulliken_charge:R:1
C -0.068732 -0.112248 0.659637 2.01 1.08 -0.46 -0.33
C 0.102956 -0.165555 -0.817527 -2.27 -0.12 1.21 -0.44
C 1.151797 0.562666 -0.120006 -2.53 3.87 0.95 -0.17
C -1.213269 0.482116 -0.055884 3.18 1.60 -1.18 -0.11
N 2.371785 -0.160663 0.029677 1.01 0.33 0.25 0.93
N -2.463981 -0.257570 0.040983 1.24 1.74 0.05 0.95
O 3.397203 0.476060 0.284300 -1.14 -1.18 -0.35 -0.57
O 2.230649 -1.356524 -0.126632 1.37 -0.40 0.30 -0.54
O -2.382431 -1.425508 0.237704 -0.74 -1.85 0.03 -0.55
O -3.420319 0.475500 0.028081 -1.28 -0.45 -0.13 -0.56
H 0.095797 -0.784674 1.491163 -0.37 -0.07 -0.29 0.34
H 0.329603 -1.065770 -1.346987 -0.73 -0.20 -0.65 0.34
H 1.287534 1.727025 -0.188642 -0.14 -2.52 0.25 0.34
H -1.418595 1.605139 -0.115865 0.39 -1.83 0.01 0.38
```
Positions in Å, forces in eV/Å.

***

[4]
Entry from the OMol25 dataset: a cluster of 2 separate species, C2H9N3O in total in a non-equilibrium geometry (ωB97M-V/def2-TZVPD).

The energy is -321.03322 Eh. The value obtained for the largest force on an atom is 2.600 eV Å⁻¹. The spin multiplicity is 1. The calculation puts the molar mass at 91.11 Da. As for the HOMO energy: -0.2929 Eh. Its net charge is 0. For the orbital gap, the calculation gives 7.9 eV. As for the relative energy (zero: lowest compared OMol25 entry of this formula, charge and spin): 2.681 eV.

Structure (XYZ):
```
15
Properties=species:S:1:pos:R:3:forces:R:3:mulliken_charge:R:1
N -0.348426 -1.131576 1.278590 0.45 -0.01 0.88 -0.19
C 0.121204 -2.095766 0.610207 -1.53 0.16 -0.56 0.11
N 0.922931 -1.831042 -0.497759 1.11 -0.46 0.50 -0.63
H 0.132954 -0.100228 1.060677 0.00 2.36 -1.10 0.22
H -1.006869 -1.168057 2.044164 0.18 -0.78 0.14 0.20
H -0.217570 -3.106860 0.812696 0.11 -0.21 -0.21 0.38
H 0.394395 -1.565798 -1.318325 -0.11 -0.23 -0.07 0.29
H 1.562891 -1.071942 -0.273379 -0.23 0.30 -0.15 0.36
N -0.993450 1.734721 -1.058270 0.13 -0.34 0.30 -0.57
C 0.320912 1.824702 -0.381265 0.25 0.48 -0.67 -0.37
O 0.575786 1.102935 0.743562 -0.30 -1.30 0.84 -0.84
H -1.244646 0.758324 -1.181334 -0.02 0.03 -0.07 0.20
H -1.730146 2.146202 -0.496719 0.08 -0.01 0.15 0.24
H 1.058385 1.614386 -1.181443 -0.07 -0.15 0.02 0.27
H 0.451642 2.889999 -0.161400 -0.06 0.16 -0.01 0.34
```
Positions in Å, forces in eV/Å.

***

Question: Look up the orbital gap of the first one.
Answer: 4.2 eV